{
  "formula": "C5H7NOS",
  "method": "ωB97M-V/def2-TZVPD",
  "e_above_lowest_kj_mol": 186.7,
  "gap_ev": 8.9,
  "charge": 0,
  "fmax_ev_per_a": 3.0,
  "spin_multiplicity": 1,
  "lumo_ev": 0.6,
  "total_energy_ev": -19669.6677,
  "homo_energy_ev": -8.34,
  "symbols": ["C", "C", "C", "C", "C", "N", "O", "S", "H", "H", "H", "H", "H", "H", "H"],
  "coordinates": [[-1.020760, -0.618127, -0.349870], [0.414934, -0.333342, -0.615682], [-1.794997, -1.504854, -1.011264], [-1.487418, 0.350976, 0.737249], [2.271230, 0.956333, 0.368792], [0.897963, 0.370299, 0.431544], [0.997230, -0.574123, -1.641846], [-0.078087, 0.605894, 1.824109], [-2.809264, -1.598068, -0.720406], [-1.290082, -2.189797, -1.645613], [-1.663380, 1.455410, 0.455625], [-2.467265, -0.057981, 1.161644], [2.674820, 1.124428, -0.660608], [2.368274, 1.921695, 1.035503], [2.986801, 0.091255, 0.630825]],
  "forces_ev_per_a": [[-1.3, 0.4, -0.1], [-1.1, 0.0, 0.2], [1.9, 1.5, 1.8], [-2.4, 0.8, -0.4], [1.2, -0.8, 0.8], [2.3, 1.5, -0.2], [0.8, -0.3, -0.6], [0.3, -0.8, 0.3], [-0.9, -0.3, -0.1], [0.0, -0.4, -0.8], [-0.2, -1.9, -0.5], [1.6, 0.7, 0.1], [-1.3, 0.3, 0.5], [-0.2, -2.2, -1.3], [-0.8, 1.6, 0.5]]
}